C60H159N11O19 | the ωB97M-V functional and the def2-TZVPD basis

CARTESIAN COORDINATES (ANGSTROEM)
C (-4.458, 4.235, -0.326)
C (-3.794, 2.907, -0.754)
O (-2.653, 2.568, 0.035)
H (-5.302, 4.142, 0.358)
H (-4.878, 4.720, -1.207)
H (-3.728, 4.951, 0.051)
H (-3.465, 2.986, -1.790)
H (-4.500, 2.078, -0.714)
H (-1.934, 3.182, -0.126)
C (8.035, -0.726, 2.002)
C (7.204, -1.943, 1.455)
O (5.914, -1.540, 0.902)
H (9.033, -1.132, 2.165)
H (7.603, -0.260, 2.888)
H (8.094, 0.072, 1.262)
H (7.140, -2.592, 2.328)
H (7.821, -2.532, 0.777)
H (6.191, -0.980, 0.173)
C (-5.824, -1.944, -2.358)
C (-4.409, -1.562, -1.806)
O (-3.842, -2.594, -0.992)
H (-5.927, -3.027, -2.427)
H (-5.848, -1.594, -3.390)
H (-6.656, -1.470, -1.837)
H (-4.382, -0.716, -1.119)
H (-3.614, -1.421, -2.538)
H (-3.186, -2.196, -0.416)
C (-1.637, -6.942, 2.071)
O (-0.812, -5.846, 2.332)
C (-1.200, -4.584, 1.950)
C (-2.150, -3.963, 2.884)
N (-1.614, -4.124, 4.271)
C (-2.695, -4.102, 5.268)
C (-3.530, -5.309, 5.474)
O (-2.593, -6.355, 5.707)
C (-3.205, -7.616, 5.883)
H (-0.863, -7.703, 2.171)
H (-1.989, -6.809, 1.048)
H (-2.414, -6.995, 2.834)
H (-1.641, -4.527, 0.955)
H (-0.269, -4.018, 1.934)
H (-3.023, -4.605, 2.771)
H (-2.629, -2.984, 2.841)
H (-1.149, -5.004, 4.104)
H (-3.173, -3.148, 5.048)
H (-2.230, -3.896, 6.231)
H (-4.215, -5.719, 4.731)
H (-4.103, -5.168, 6.390)
H (-3.832, -7.793, 6.757)
H (-2.453, -8.398, 5.984)
H (-3.818, -7.875, 5.019)
C (8.492, 7.866, 3.947)
O (7.225, 7.464, 3.488)
C (7.145, 6.081, 3.124)
C (5.629, 5.766, 2.686)
N (4.629, 5.760, 3.809)
C (3.331, 5.116, 3.539)
C (3.285, 3.610, 4.041)
O (3.803, 2.711, 3.132)
C (4.305, 1.609, 3.744)
H (8.321, 8.888, 4.284)
H (9.313, 7.901, 3.230)
H (8.802, 7.152, 4.711)
H (7.302, 5.411, 3.970)
H (7.732, 5.773, 2.258)
H (5.684, 4.817, 2.152)
H (5.312, 6.534, 1.981)
H (4.555, 6.751, 3.991)
H (3.280, 5.287, 2.464)
H (2.551, 5.747, 3.965)
H (2.201, 3.505, 4.005)
H (3.762, 3.552, 5.020)
H (3.741, 1.056, 4.495)
H (5.236, 1.850, 4.257)
H (4.537, 0.996, 2.873)
C (1.831, 4.608, -6.698)
O (2.119, 4.602, -5.266)
C (3.463, 5.071, -4.891)
C (3.606, 5.130, -3.313)
N (4.887, 5.502, -2.865)
C (5.361, 4.512, -1.910)
C (5.079, 4.667, -0.406)
O (3.792, 4.245, -0.073)
C (3.644, 2.816, -0.162)
H (2.585, 5.097, -7.315)
H (0.985, 5.239, -6.971)
H (1.585, 3.623, -7.097)
H (3.845, 6.007, -5.297)
H (4.150, 4.302, -5.245)
H (3.252, 4.168, -2.941)
H (3.006, 5.928, -2.876)
H (4.835, 6.407, -2.419)
H (6.441, 4.575, -1.775)
H (5.147, 3.467, -2.134)
H (5.193, 5.704, -0.090)
H (5.857, 4.090, 0.094)
H (4.450, 2.295, 0.356)
H (3.710, 2.455, -1.188)
H (2.728, 2.495, 0.334)
C (-0.217, 6.998, -3.433)
O (-1.099, 6.023, -2.946)
C (-0.611, 4.659, -2.960)
C (0.097, 4.434, -1.642)
N (-0.875, 4.578, -0.564)
C (-0.205, 4.357, 0.745)
C (-1.083, 4.743, 1.971)
O (-1.108, 6.141, 2.026)
C (-1.957, 6.640, 3.085)
H (-0.450, 7.090, -4.494)
H (0.838, 6.798, -3.243)
H (-0.375, 8.004, -3.044)
H (-0.113, 4.483, -3.914)
H (-1.426, 3.935, -2.976)
H (0.962, 5.091, -1.553)
H (0.447, 3.402, -1.667)
H (-1.398, 5.440, -0.625)
H (0.761, 4.861, 0.745)
H (-0.027, 3.284, 0.666)
H (-0.638, 4.517, 2.940)
H (-2.058, 4.256, 1.970)
H (-2.119, 7.710, 2.949)
H (-1.514, 6.496, 4.070)
H (-2.887, 6.073, 3.101)
C (-5.726, -2.052, 4.573)
O (-5.116, -1.039, 3.925)
C (-5.477, -0.921, 2.527)
C (-5.215, 0.494, 1.927)
N (-6.288, 1.507, 2.204)
C (-7.612, 1.207, 1.816)
C (-7.683, 1.091, 0.289)
O (-7.198, 2.199, -0.507)
C (-8.006, 3.402, -0.493)
H (-5.271, -3.018, 4.353)
H (-6.813, -2.003, 4.511)
H (-5.461, -1.900, 5.619)
H (-6.555, -1.027, 2.407)
H (-4.933, -1.681, 1.966)
H (-4.996, 0.442, 0.860)
H (-4.305, 0.773, 2.458)
H (-6.178, 2.195, 1.473)
H (-8.336, 1.891, 2.257)
H (-8.050, 0.271, 2.163)
H (-8.700, 0.767, 0.069)
H (-7.133, 0.228, -0.086)
H (-8.167, 3.888, 0.469)
H (-8.964, 3.508, -1.001)
H (-7.524, 4.142, -1.132)
C (-1.132, -4.165, -2.397)
C (-2.162, -4.263, -3.406)
C (-1.855, -5.507, -4.340)
O (-0.827, -5.227, -5.197)
C (-0.384, -6.333, -6.039)
N (-3.464, -4.536, -2.818)
H (-0.826, -5.194, -2.204)
H (-1.535, -3.640, -1.532)
H (-0.263, -3.649, -2.805)
H (-2.182, -3.321, -3.955)
H (-2.731, -5.554, -4.986)
H (-1.795, -6.457, -3.810)
H (0.648, -6.444, -5.705)
H (-0.330, -5.977, -7.068)
H (-1.169, -7.083, -5.952)
H (-3.810, -3.802, -2.217)
H (-3.476, -5.334, -2.198)
C (1.893, -4.004, -4.470)
C (2.818, -2.868, -4.027)
C (2.211, -1.929, -2.930)
O (2.736, -0.615, -2.866)
C (2.364, 0.238, -3.955)
N (4.063, -3.465, -3.464)
H (1.624, -4.528, -3.553)
H (2.327, -4.638, -5.243)
H (0.981, -3.558, -4.869)
H (2.976, -2.320, -4.956)
H (2.331, -2.471, -1.992)
H (1.183, -1.847, -3.281)
H (1.406, 0.591, -3.573)
H (2.381, -0.302, -4.901)
H (2.896, 1.189, -3.995)
H (4.633, -2.707, -3.116)
H (3.812, -4.059, -2.687)
C (3.608, -4.446, 0.873)
C (2.735, -5.261, -0.186)
C (3.642, -5.990, -1.232)
O (2.787, -6.454, -2.308)
C (3.477, -6.851, -3.531)
N (1.991, -6.347, 0.499)
H (4.401, -3.771, 0.551)
H (4.122, -5.129, 1.549)
H (2.982, -3.808, 1.497)
H (2.029, -4.550, -0.614)
H (4.252, -6.695, -0.667)
H (4.404, -5.284, -1.562)
H (4.353, -7.443, -3.268)
H (3.773, -6.014, -4.163)
H (2.687, -7.392, -4.051)
H (1.190, -5.988, 0.997)
H (1.701, -6.788, -0.362)
C (2.311, -3.420, 4.875)
C (1.881, -2.278, 5.843)
C (0.904, -1.245, 5.232)
O (1.705, -0.440, 4.352)
C (1.016, 0.765, 3.986)
N (1.451, -2.864, 7.131)
H (2.963, -4.111, 5.409)
H (2.610, -3.044, 3.897)
H (1.338, -3.904, 4.788)
H (2.860, -1.837, 6.032)
H (0.509, -0.810, 6.151)
H (0.149, -1.839, 4.717)
H (0.934, 1.465, 4.818)
H (-0.020, 0.713, 3.649)
H (1.519, 1.327, 3.199)
H (0.836, -3.661, 7.041)
H (2.218, -3.415, 7.489)
C (-0.920, -0.490, -1.120)
C (-0.829, -1.157, 0.280)
C (0.489, -0.715, 1.050)
O (1.553, -1.281, 0.411)
C (2.768, -0.764, 0.935)
N (-2.034, -0.930, 1.022)
H (-1.623, 0.343, -1.135)
H (-1.400, -1.191, -1.802)
H (0.014, -0.043, -1.461)
H (-0.787, -2.231, 0.102)
H (0.486, -1.102, 2.069)
H (0.410, 0.372, 1.031)
H (2.947, -1.076, 1.965)
H (2.689, 0.321, 0.875)
H (3.564, -1.153, 0.300)
H (-2.396, -0.001, 0.862)
H (-1.987, -1.036, 2.025)
C (-2.625, 1.144, -4.166)
C (-3.533, 0.458, -5.163)
C (-4.851, 1.140, -5.557)
O (-5.609, 1.484, -4.438)
C (-6.946, 1.904, -4.588)
N (-2.754, 0.406, -6.338)
H (-2.430, 2.161, -4.507)
H (-1.721, 0.557, -4.004)
H (-3.086, 1.359, -3.202)
H (-3.742, -0.552, -4.810)
H (-5.375, 0.327, -6.061)
H (-4.775, 2.078, -6.107)
H (-7.084, 2.510, -5.483)
H (-7.282, 2.335, -3.645)
H (-7.610, 1.045, -4.684)
H (-2.774, 1.319, -6.770)
H (-1.768, 0.331, -6.133)

The value obtained for the total energy is -4412.6177 a.u. Its largest force on an atom is 0.074 Eh/bohr. The value obtained for the frontier orbital gap is 8.745 eV.

Atom charges from the Mulliken analysis, given in e for atoms 1 to 2: C -1.5605; C 0.8808